(1)
83
Properties=species:S:1:pos:R:3 method="wB97M-V/def2-TZVPD" gap_ev="8.45 / 6.16" multiplicity=5 e_homo_ev="-9.6 / -9.6" s_squared=6.0170 e_lumo_ev="-1.19 / -3.47"
Os -0.3107 0.1596 0.4239
O 0.6896 -3.3411 2.3740
S 1.1057 -2.4089 1.3530
O 0.6943 -2.7774 0.0264
O 0.6549 -1.0339 1.7583
C 2.9035 -2.3227 1.4978
C 3.4335 -3.0865 2.5279
C 4.8034 -3.1115 2.7312
C 5.6316 -2.3533 1.9168
C 5.0933 -1.5775 0.9010
C 3.7240 -1.5753 0.6968
S 3.1187 -0.5032 -0.6244
O 3.5812 -1.1028 -1.8646
O 3.6975 0.7845 -0.3299
O 1.6569 -0.5439 -0.5668
H 2.7477 -3.6450 3.1440
H 5.2187 -3.7131 3.5278
H 6.6968 -2.3527 2.0861
H 5.7057 -0.9626 0.2615
B -3.8187 0.8018 -0.0914
N -3.2684 -0.5843 0.2690
C -4.0926 -1.6209 0.4281
C -3.3741 -2.6869 0.9452
C -2.0820 -2.2042 1.0878
N -2.0352 -0.9299 0.6608
N -2.7397 1.8303 -0.4695
C -3.0683 3.0311 -0.9436
C -1.9127 3.7749 -1.1202
C -0.8921 2.9323 -0.7190
N -1.4138 1.7514 -0.3317
H -4.3944 1.2204 0.8677
H -4.5415 0.6818 -1.0283
H -5.1333 -1.5312 0.1868
H -3.7412 -3.6601 1.1946
H -1.2184 -2.7090 1.4738
H -4.0889 3.2919 -1.1343
H -1.8331 4.7787 -1.4803
H 0.1611 3.1382 -0.6767
C 3.1570 -4.7946 -4.0949
C 3.0621 -3.2866 -4.1079
S 1.7822 -2.8306 -5.3027
O 0.4732 -3.1425 -4.7896
O 2.1117 -3.3658 -6.5965
C 1.9158 -0.9947 -5.4317
C 0.5317 -0.3740 -5.4971
N -0.1815 -0.5024 -4.2451
C 0.1613 0.0846 -3.0780
N -0.6426 -0.3051 -2.0985
C -1.4938 -1.2132 -2.6174
C -1.2368 -1.3425 -3.9622
N -1.9821 -2.0937 -4.9009
O -2.7123 -2.9459 -4.4558
O -1.9108 -1.7752 -6.0713
C 1.2778 1.0394 -2.9431
H 3.9540 -5.1237 -3.4330
H 3.3545 -5.1483 -5.1051
H 2.2148 -5.2199 -3.7593
H 3.9763 -2.8205 -4.4640
H 2.7798 -2.8587 -3.1496
H 2.4689 -0.8028 -6.3462
H 2.4865 -0.6710 -4.5676
H -0.0516 -0.8859 -6.2670
H 0.5987 0.6886 -5.7542
H -2.2409 -1.7203 -2.0406
H 1.3520 1.6895 -3.8122
H 2.2173 0.4988 -2.8155
H 1.1494 1.6237 -2.0391
O -0.2223 1.8399 2.3967
C 0.8607 2.1470 1.8711
O 1.2179 1.6520 0.7638
C 1.7445 3.1844 2.4836
C 1.2879 3.8731 3.6038
C 2.0505 4.8856 4.1601
C 3.2818 5.1998 3.6135
C 3.7308 4.5051 2.4943
C 2.9697 3.5047 1.9044
N 5.0181 4.8739 1.9465
O 5.2063 4.6937 0.7673
O 5.8188 5.3528 2.7207
H 0.3235 3.6037 4.0077
H 1.6806 5.4342 5.0130
H 3.8853 5.9927 4.0298
H 3.3188 2.9641 1.0333



(2)
46
Properties=species:S:1:pos:R:3 method="wB97M-V/def2-TZVPD" gap_ev=9.27 multiplicity=1 smiles="COc1cc(C)c(Cl)cc1S(=O)(=O)NCCCN1CCOCC1" e_homo_ev=-8.9 e_above_lowest_ev=1.9924 e_lumo_ev=0.39
C 1.3647 1.2209 -3.7791
H 1.9501 0.5195 -4.3786
H 0.3032 0.9585 -3.8364
H 1.5099 2.2291 -4.1626
O 1.8160 1.2562 -2.4413
C 1.8893 0.0938 -1.7485
C 2.5225 0.1544 -0.5084
C 2.6040 -0.9536 0.3048
C 2.0435 -2.1494 -0.1135
C 1.4116 -2.2509 -1.3525
C 1.3470 -1.1209 -2.1588
H 0.8550 -1.2038 -3.1152
C 0.8117 -3.5457 -1.7960
H 0.0555 -3.8713 -1.0833
H 0.3568 -3.4512 -2.7777
H 1.5771 -4.3193 -1.8322
Cl 2.1327 -3.5272 0.9204
H 3.1010 -0.8555 1.2565
S 3.2505 1.7067 0.0397
O 3.6708 1.5275 1.3965
O 4.2088 2.1293 -0.9331
N 2.0299 2.8306 0.0412
H 1.7164 3.0229 -0.8972
C 0.9916 2.6843 1.0329
C -0.1042 1.6898 0.6423
H -0.5613 2.0205 -0.2932
H 0.3390 0.7072 0.4790
C -1.1641 1.5394 1.7351
N -1.8611 0.2723 1.6061
C -2.6107 -0.0786 2.8005
C -3.1866 -1.4842 2.6289
H -3.8008 -1.7589 3.4880
O -4.0264 -1.5623 1.5009
C -3.3220 -1.1947 0.3406
C -2.7462 0.2172 0.4559
H -2.1793 0.4442 -0.4474
H -3.5753 0.9422 0.5502
H -4.0350 -1.2564 -0.4836
H -2.4949 -1.9002 0.1662
H -2.3567 -2.1990 2.5253
H -1.9365 -0.0661 3.6588
H -3.4364 0.6317 2.9859
H -0.6618 1.5319 2.7056
H -1.8583 2.3981 1.7193
H 0.5541 3.6700 1.2212
H 1.5052 2.3511 1.9366



(3)
49
Properties=species:S:1:pos:R:3 method="wB97M-V/def2-TZVPD" gap_ev=8.83 multiplicity=1 smiles=O[C@@H](COc1ccc(-c2ccn[nH]2)cc1)CN1CCc2ccccc2C1 e_homo_ev=-8.2 e_above_lowest_ev=2.9442 e_lumo_ev=0.62
N 0.7285 -4.7160 -6.7397
O -0.2189 -2.0054 0.5397
O -0.8234 -1.9245 3.4040
C 1.7312 -5.4660 -6.2988
C 1.8286 -5.4263 -4.8538
C 0.7881 -4.5904 -4.4353
C -0.3105 5.5488 2.4440
C 0.9087 5.5856 3.1127
C -0.9357 -2.7373 -1.5796
C 1.2878 -3.2974 -0.9235
C -0.7717 -3.4486 -2.7719
C 1.5055 -3.8829 -2.1842
C -1.0887 4.3592 2.4969
C 1.3294 4.4648 3.8511
C 0.0557 -2.6517 -0.6309
C 0.4850 -3.9930 -3.1000
C -0.6408 3.2215 3.2036
C 0.5733 3.2804 3.9557
N 0.1355 -4.2492 -5.6123
N -0.7737 0.8097 3.6638
C -1.5316 2.0445 3.3350
C 0.8019 -1.9751 1.5442
C 1.1256 2.0514 4.6847
C 0.0297 0.9721 4.9232
C -0.0906 0.1945 2.4886
C 0.3230 -1.2583 2.8017
H -1.3143 -1.2635 3.9418
H 2.4895 -5.9453 -6.9288
H 2.5395 -5.8977 -4.2098
H -0.6321 6.3473 1.7742
H 1.5440 6.4832 3.0567
H -1.8756 -2.2661 -1.3329
H 2.0773 -3.2841 -0.1982
H -1.5780 -3.4800 -3.4848
H 2.4814 -4.3350 -2.4542
H -2.0859 4.3249 2.0694
H 2.2886 4.5185 4.3321
H -0.6591 -3.6359 -5.5942
H -2.1034 1.8681 2.4084
H -2.2289 2.2961 4.1228
H 1.7362 -1.5076 1.1700
H 1.0869 -2.9995 1.8306
H 1.9411 1.6079 4.0859
H 1.5162 2.4038 5.6541
H -0.6760 1.3433 5.6718
H 0.4708 0.0179 5.2713
H -0.8120 0.1812 1.6078
H 0.8005 0.7556 2.1636
H 1.0963 -1.3017 3.5378



(4)
16
Properties=species:S:1:pos:R:3 method="wB97M-V/def2-TZVPD" gap_ev=4.84 multiplicity=1 e_homo_ev=-6.4 e_above_lowest_ev=7.9982 e_lumo_ev=-1.52
C 0.6777 -1.0234 0.6010
C -0.1474 -0.1650 1.5997
S -1.8710 0.0823 1.3113
N 0.5637 -0.5024 -0.8861
C 1.1479 0.7782 -1.0028
N 1.2951 1.2106 -2.3365
H 1.7664 -1.0177 0.8756
H 0.3024 -2.0883 0.5370
H 0.9317 -3.0055 -1.7216
H 0.2553 0.2093 2.5082
H -1.8045 1.0959 0.3667
H 1.4807 -3.4522 -1.6084
H -0.0098 0.6490 -0.5480
H 1.8733 1.3034 -0.3563
H 0.6006 1.9201 -2.5393
H 1.4596 0.5735 -3.1232



(5)
16
Properties=species:S:1:pos:R:3 method="wB97M-V/def2-TZVPD" gap_ev=8.76 multiplicity=1 smiles=CCOP(O)#P(O)O e_homo_ev=-8.3 e_above_lowest_ev=0.0156 e_lumo_ev=0.47
C -1.5520 2.0661 -0.2699
C -0.0121 1.9701 -0.0917
O -1.1640 -2.6196 -0.8838
O 0.8343 -3.2877 0.4750
O 2.3744 -0.7829 0.5052
O 0.4412 0.7527 -0.4808
P 0.4530 -2.3254 -0.8171
P 0.5553 -0.5089 0.5911
H -2.0033 2.5812 0.6571
H -1.9641 2.5769 -1.1072
H -1.8890 1.0977 -0.3783
H 0.4170 2.2804 0.9799
H 0.3764 2.8916 -0.6375
H -1.3855 -3.3928 -0.4730
H 1.6535 -2.9093 0.7626
H 2.8647 -0.3901 1.1681



(6)
14
Properties=species:S:1:pos:R:3 method="wB97M-V/def2-TZVPD" gap_ev=9.85 multiplicity=1 smiles="NC(=O)C(=O)N1CC1" e_homo_ev=-9.5 e_above_lowest_ev=1.9192 e_lumo_ev=0.32
C -1.3587 -0.3243 -0.1101
C -0.0767 0.5325 -0.1074
C 2.4403 0.0987 -0.2438
C 1.8488 -0.7143 0.7925
H -3.2445 -0.1458 0.7545
H -2.1344 1.2550 0.6464
H 2.7668 1.1303 0.0174
H 3.0316 -0.3594 -1.0707
H 1.9034 -1.7795 0.8932
H 1.6398 -0.2677 1.7901
N -2.4247 0.3550 0.3758
N 0.9941 -0.2559 -0.3534
O -1.3490 -1.5168 -0.4642
O -0.0348 1.7566 -0.1827



(7)
41
Properties=species:S:1:pos:R:3 method="wB97M-V/def2-TZVPD" gap_ev=8.84 multiplicity=1 smiles="CC(=O)c1c(C)nc(-c2ccc(Cl)cc2)nc1NC(=O)C(C)C" e_homo_ev=-8.9 e_above_lowest_ev=0.0000 e_lumo_ev=-0.08
C 4.0405 -0.7378 1.6159
C 3.5087 0.5307 0.9973
O 4.2136 1.3987 0.5445
C 2.0183 0.6056 0.9803
C 1.2883 1.1300 2.0458
N -0.0362 1.1605 2.0239
C -0.6636 0.6791 0.9605
N -0.0537 0.1877 -0.1164
C 1.2681 0.1614 -0.1299
N 1.9429 -0.3175 -1.2275
C 1.5398 -0.7803 -2.4723
O 2.4049 -1.0832 -3.2583
C 0.0606 -0.9107 -2.7439
C -0.1864 -0.9379 -4.2495
H -1.2461 -1.0687 -4.4536
H 0.1466 -0.0096 -4.7070
H 0.3659 -1.7562 -4.7040
C -0.4303 -2.2052 -2.0856
H -0.3287 -2.1494 -1.0047
H 0.1433 -3.0532 -2.4537
H -1.4779 -2.3687 -2.3272
H -0.4530 -0.0600 -2.2909
H 2.9547 -0.2458 -1.1687
C -2.1268 0.6949 0.9689
C -2.8085 1.2769 2.0374
C -4.1881 1.2996 2.0601
C -4.8958 0.7353 1.0080
C -4.2342 0.1502 -0.0622
C -2.8541 0.1322 -0.0786
H -2.3249 -0.3213 -0.9000
H -4.7999 -0.2849 -0.8712
Cl -6.6214 0.7608 1.0313
H -4.7180 1.7504 2.8846
H -2.2370 1.7086 2.8434
C 1.9569 1.6747 3.2656
H 2.1668 0.8664 3.9659
H 2.8936 2.1627 3.0076
H 1.2918 2.3800 3.7552
H 5.1271 -0.7415 1.5899
H 3.6551 -1.6000 1.0736
H 3.6971 -0.8145 2.6454



Calculated total energy readings, ordered: -3847.57375 -1854.19341 -1128.72867 -627.70070 -1064.67788 -415.97009 -1433.60472 Ha